Record 1
{
  "formula": "C8H12Br12O2S",
  "method": "ωB97M-V/def2-TZVPD",
  "species": ["C", "Br", "Br", "Br", "H", "C", "Br", "Br", "Br", "H", "C", "Br", "Br", "Br", "H", "C", "Br", "Br", "Br", "H", "C", "C", "C", "S", "O", "O", "C", "H", "H", "H", "H", "H", "H", "H", "H"],
  "coordinates": [[1.2890, 7.3285, -0.1489], [3.0951, 8.0662, 0.5473], [1.2673, 7.2790, -2.0994], [-0.2088, 8.2982, 0.6799], [1.2900, 6.2919, 0.1878], [3.4895, -2.9184, 5.9955], [2.5957, -4.0993, 7.3818], [2.2376, -2.5723, 4.5336], [5.2817, -3.5355, 5.4596], [3.7216, -1.9487, 6.4358], [3.1708, 0.3823, 0.1301], [4.7762, 0.7224, 1.1936], [3.6114, -1.2262, -0.9776], [2.8022, 2.0061, -1.0166], [2.3389, 0.1468, 0.7938], [-3.0020, 3.4085, 0.9361], [-2.5946, 4.1474, -0.9078], [-3.7203, 4.8676, 2.0953], [-1.3914, 2.5902, 1.6104], [-3.7937, 2.6655, 0.8400], [-1.5102, -2.8057, -3.5710], [-1.3986, -3.9328, -2.6097], [-2.4135, -3.7382, -1.4135], [-2.0028, -2.0560, -0.9827], [-0.8609, -2.2250, -0.0483], [-3.2136, -1.2837, -0.6464], [-1.3847, -1.5195, -2.6716], [-2.5295, -2.9015, -3.9451], [-0.9431, -2.6958, -4.4953], [-0.3668, -3.9578, -2.2592], [-1.4744, -4.9305, -3.0422], [-2.2727, -4.2865, -0.4820], [-3.4331, -3.6975, -1.7967], [-0.3941, -1.0745, -2.5769], [-2.0582, -0.7951, -3.1296]],
  "forces_ev_per_angstrom": [[0.9705, 0.5385, 0.4078], [-1.6551, -0.5866, -0.6777], [-0.0868, 0.2035, 0.8952], [0.8958, -0.5934, -0.6368], [-0.1559, 0.3856, 0.0161], [-0.1242, -0.2059, 0.3676], [0.9265, 0.9534, -1.1365], [0.6912, -0.3084, 0.4686], [-1.0524, -0.0406, 0.0959], [-0.4476, -0.3887, 0.1781], [1.2024, 0.1220, -0.9742], [-0.6940, 0.0654, -0.0825], [-0.6977, 1.0225, 0.5133], [0.0188, -1.4269, 0.9256], [0.0967, 0.1934, -0.3805], [0.1647, 1.0856, -0.6081], [-0.4649, -0.5088, 1.2897], [0.5651, -0.9958, -0.7004], [-0.5197, 0.2073, 0.0501], [0.3146, 0.1978, -0.0576], [-1.3104, 1.4605, 0.5979], [1.2426, -2.2751, 0.9741], [0.8384, 1.1320, -1.5886], [0.2905, 0.7606, 0.7065], [-1.6780, 0.9892, -1.3589], [1.8224, -0.8808, -0.1733], [-0.9306, -0.5428, -0.4885], [-0.3522, 0.6435, -0.0722], [0.7095, -0.6050, 0.4637], [0.0232, 0.1156, 0.6652], [-0.5496, 0.0374, -0.2344], [-0.0030, -0.2966, -0.4383], [-0.0652, -0.3911, 0.1855], [0.0492, -0.3972, 0.1009], [-0.0346, 0.3297, 0.7065]],
  "mulliken_charge": [-0.283, -0.055, 0.001, 0.009, 0.326, -0.316, -0.040, 0.026, -0.011, 0.341, -0.353, -0.024, -0.026, -0.005, 0.400, -0.355, -0.036, -0.028, 0.041, 0.379, -0.635, -0.695, -0.694, 1.059, -0.609, -0.656, -0.588, 0.288, 0.374, 0.315, 0.406, 0.400, 0.323, 0.393, 0.329],
  "homo_ev": -10.29,
  "homo_lumo_gap_ev": 9.79,
  "lumo_energy_ha": -0.0182
}

=====

Record 2
{
  "formula": "C36H40Cl2N9PrS7Si",
  "method": "ωB97M-V/def2-TZVPD",
  "species": ["Pr", "N", "C", "S", "N", "N", "C", "C", "C", "C", "C", "C", "N", "H", "H", "H", "H", "H", "H", "H", "N", "C", "C", "C", "C", "C", "C", "S", "N", "C", "C", "C", "C", "C", "C", "N", "H", "H", "H", "H", "H", "H", "H", "H", "H", "C", "C", "C", "N", "H", "H", "H", "H", "H", "C", "S", "C", "C", "S", "S", "C", "S", "S", "H", "H", "H", "Cl", "C", "Cl", "H", "H", "C", "Si", "C", "C", "N", "C", "C", "C", "C", "C", "C", "H", "H", "H", "H", "H", "H", "H", "H", "H", "H", "H", "H", "H", "H"],
  "coordinates": [[-0.5119, 0.1806, -0.2896], [0.0600, -1.4963, -4.2587], [-1.2725, -1.3262, -3.9696], [-2.3082, -0.8578, -5.2833], [-1.7512, -1.7271, -2.7887], [-0.8493, -1.8717, -1.7468], [-0.8022, -3.0356, -1.1575], [-0.1613, -3.1821, 0.1415], [-0.0107, -4.4345, 0.6960], [0.5756, -4.6614, 1.9087], [1.1210, -3.5699, 2.5963], [0.9643, -2.3567, 1.9635], [0.3742, -2.1200, 0.7649], [0.4070, -1.1843, -5.1800], [0.7444, -1.5043, -3.4870], [-1.2998, -3.8945, -1.6177], [-0.4128, -5.2838, 0.1437], [0.6696, -5.6318, 2.3102], [1.6265, -3.6458, 3.5558], [1.3684, -1.4678, 2.4515], [-1.0378, 2.1496, -4.5775], [0.1612, 1.8438, -5.2481], [0.1779, 1.4778, -6.5838], [1.3214, 1.0678, -7.1918], [2.5358, 0.9695, -6.5159], [2.5290, 1.4039, -5.1775], [1.3586, 1.8406, -4.5597], [1.3185, 2.3554, -2.8860], [-0.2720, 1.8395, -2.3721], [-1.2455, 1.8740, -3.2529], [-2.5917, 1.6837, -2.6767], [-3.7005, 1.8409, -3.4852], [-4.9875, 1.6758, -2.8752], [-5.0861, 1.3538, -1.5019], [-3.9305, 1.2452, -0.7854], [-2.6765, 1.3606, -1.3600], [-1.8235, 1.8339, -5.1653], [-0.7688, 1.3642, -7.1926], [1.3647, 0.7453, -8.2219], [3.4961, 0.6993, -6.9321], [3.4279, 1.3299, -4.6632], [-3.6648, 2.1806, -4.4885], [-5.8909, 1.9043, -3.3598], [-6.0395, 1.2310, -1.0280], [-3.9354, 0.9427, 0.2313], [3.7425, 4.0413, 0.5249], [2.8916, 3.5663, 1.7058], [1.7819, 2.7483, 1.2574], [0.9600, 2.0562, 0.8373], [4.6256, 4.6280, 0.8019], [3.1662, 4.6811, -0.0996], [4.1506, 3.2220, -0.0831], [2.5680, 4.3526, 2.4281], [3.5385, 2.9044, 2.2461], [6.2734, 0.4032, 1.0739], [4.5705, 0.3873, 1.7636], [4.0666, -1.1570, 1.0422], [3.3660, -1.3887, -0.1036], [2.4743, -0.1880, -1.0894], [3.2432, -3.0463, -0.5607], [4.1178, -3.8122, 0.7827], [4.3347, -5.3988, 0.9865], [4.6070, -2.5839, 1.9409], [6.7588, 1.3725, 1.3825], [6.2044, 0.3453, 0.0151], [6.8100, -0.3905, 1.5398], [1.8992, 1.0700, 3.6735], [2.8911, 0.5644, 5.0659], [2.4950, -1.0537, 5.6447], [2.7093, 1.2684, 5.9100], [3.9373, 0.5520, 4.8199], [-2.6038, -2.7227, 2.8507], [-3.2788, -1.2650, 1.8482], [-3.9480, -2.0850, 0.2653], [-4.7131, -0.4511, 2.7866], [-2.0722, -0.0533, 1.6146], [-1.7230, 0.7600, 2.7077], [-1.5978, 2.1306, 2.5473], [-1.1842, 2.9866, 3.6047], [-1.1443, 2.4821, 4.8918], [-1.4174, 1.1203, 5.0743], [-1.5992, 0.2489, 4.0417], [-3.0951, -3.6490, 2.6021], [-2.9299, -2.5537, 3.8586], [-1.5799, -2.9959, 2.9078], [-4.5921, -2.9091, 0.6244], [-3.1227, -2.4996, -0.3046], [-4.5242, -1.4885, -0.4488], [-5.5593, -1.1558, 2.8896], [-5.0216, 0.4375, 2.1940], [-4.4685, -0.2102, 3.8173], [-1.8243, 2.5589, 1.5833], [-1.0611, 4.0106, 3.4800], [-0.8134, 3.0487, 5.7543], [-1.1974, 0.7476, 6.0976], [-1.6838, -0.7791, 4.3219]],
  "forces_ev_per_angstrom": [[0.1522, -0.0334, 0.6414], [0.8561, 0.6653, 0.1590], [-0.0140, -0.7712, -0.3642], [0.1612, -0.0487, 0.5925], [0.2293, 0.6675, -0.2172], [-0.0960, -1.2619, 0.3842], [-0.3893, 1.3713, -0.9548], [1.0777, 0.2223, 0.3650], [-0.9792, -1.4567, -0.7594], [0.8722, 1.3030, 0.5925], [-0.6251, -0.4834, -0.7846], [0.2856, 1.6019, -0.2296], [-0.4703, -0.2495, 0.8279], [-0.5541, -0.1664, 1.0213], [-0.4941, -0.0850, -0.5912], [0.0521, 0.1965, 0.1498], [0.0536, 0.1541, 0.0973], [-0.0160, -1.0275, 0.2633], [-0.1229, 0.0372, -0.2627], [-0.1099, -0.1013, -0.1610], [-1.6138, -0.2177, -0.3806], [0.6031, -0.1267, -0.0130], [-2.5283, -0.3548, -0.7585], [2.1614, -0.8257, -0.9228], [-0.6778, 1.3396, 1.6159], [-1.1869, -0.4919, -1.3099], [0.2651, -0.2498, -0.0868], [-0.5374, 0.0972, 0.5844], [0.0521, -0.0035, -0.9695], [2.3884, 0.0595, 1.1475], [-0.8595, -0.5330, 0.2217], [-2.5106, -0.1135, 1.9316], [2.2022, 0.1180, 1.3074], [0.2731, 0.6141, -1.8840], [2.3863, -0.3890, -1.4272], [-1.3999, 0.0968, -0.0568], [0.3464, 0.1800, 0.4705], [1.0175, 0.4188, 1.0382], [-0.5776, 0.0955, -0.1782], [-0.2787, -0.2322, -0.3567], [1.3823, 0.0711, 1.2283], [0.1939, 0.0118, -0.7063], [-0.8416, 0.0024, -1.0610], [-0.2911, -0.0158, 0.1355], [0.2140, 0.0489, 0.7992], [0.5895, 0.1952, -0.2490], [0.6298, 0.4813, 0.2645], [-0.8139, -0.5511, -0.6218], [0.6113, 0.7162, 0.2769], [-0.2985, -0.1066, 0.5244], [-0.4880, 0.4647, -0.7561], [-0.5148, -0.0647, 0.2851], [0.0666, -0.4398, -0.8044], [0.1027, -0.5430, 0.6697], [-0.3448, 1.6933, 1.3255], [0.1178, -0.3740, -0.6042], [-0.0535, -0.1704, 0.1074], [-0.5468, 1.3216, 0.5037], [0.5563, -0.6577, 0.2891], [0.3162, -0.8812, 0.2148], [-0.4709, 1.6237, -0.0079], [0.0672, -0.6598, -0.0263], [-0.0160, -0.1737, -0.7233], [-0.5601, -0.8881, -0.3461], [0.1288, -0.1715, -0.8244], [0.5217, -0.6697, -0.0164], [0.2897, -0.3417, 0.6159], [-0.4868, 0.7004, 0.9303], [-0.1690, -0.1750, -0.0798], [0.0204, -0.5169, -0.8049], [0.2374, 0.1076, -0.4586], [-1.1941, -0.0307, -0.0141], [0.2067, -0.2902, 0.1956], [-0.0887, 0.3779, 0.3404], [-0.3191, -0.6933, -0.4723], [0.7237, 0.2390, -1.0100], [-0.7466, -1.0603, 0.4323], [0.7515, 1.0568, 0.7540], [-1.2218, -2.1898, 0.2156], [0.1743, -0.4868, -0.3662], [1.5554, 0.3798, 1.5505], [-0.2752, 0.7801, -0.6020], [-0.4669, -0.4544, -0.4082], [-0.0920, 0.1701, 0.8758], [1.1627, 0.3236, -0.2416], [0.2939, 0.2471, -0.2295], [0.0806, -0.2992, -0.1014], [0.0231, 0.0540, 0.2453], [0.1499, 0.3180, -0.3650], [-0.0098, -0.3948, 0.6479], [0.2426, 0.4755, -0.0393], [0.0856, 0.0756, -0.2855], [0.3229, 1.6979, -0.6010], [-0.2049, 0.2638, -0.1683], [-0.6355, -0.0316, -0.7262], [-0.0619, -0.5818, -0.4494]],
  "mulliken_charge": [0.610, -0.330, 0.024, -0.410, -0.828, 1.200, -1.788, 1.407, -0.665, -0.971, -0.320, -0.698, 1.140, 0.227, 0.144, 0.347, 0.503, 0.527, 0.342, 0.004, -0.236, 0.066, -0.407, -0.553, -0.768, -0.683, 0.802, -0.172, -0.169, 0.041, 1.209, -1.013, -0.709, -1.099, -0.869, 0.594, 0.141, 0.215, 0.346, 0.412, 0.539, 0.564, 0.496, 0.519, 0.844, -1.241, -0.106, 0.158, -0.077, 0.372, 0.391, 0.228, 0.365, 0.044, -1.152, 0.145, -0.093, -0.205, -0.135, -0.066, 0.014, -0.190, -0.120, 0.336, 0.343, 0.393, -0.001, -0.620, -0.159, 0.388, 0.313, -1.475, 0.636, -0.975, -1.257, 0.449, 0.323, -0.337, -0.993, -0.719, -0.711, -0.061, 0.377, 0.564, 0.309, 0.450, 0.110, 0.242, 0.391, 0.299, 0.352, 0.485, 0.619, 0.385, 0.315, 0.319],
  "homo_ev": [-7.19, -7.19],
  "homo_lumo_gap_ev": [6.34, 6.35],
  "spin_multiplicity": 3,
  "lumo_energy_ha": [-0.0314, -0.0310]
}